# 1
Density functional theory data (ωB97M-V/def2-TZVPD) for a gas-phase ion, C4H11N3O (charge +1) in a non-equilibrium geometry.

Results
⟨S²⟩: 0.756
2S+1: 2
Highest occupied orbital energy (alpha / beta) (eV): -13.85 / -13.73
Maximum force (Eh/bohr): 0.0881
Total charge: +1

Cartesian coordinates (Å):
O  0.395  1.843  1.359
C  0.495  0.797  0.749
N  1.475  0.572  -0.166
C  1.633  -0.671  -0.922
N  2.469  -1.691  -0.240
C  -0.686  -0.157  0.974
N  -1.567  -0.169  -0.277
C  -2.441  1.039  -0.425
H  2.288  1.168  -0.095
H  1.855  -0.356  -1.931
H  0.612  -1.184  -0.999
H  3.251  -1.260  0.244
H  1.806  -1.869  0.525
H  -1.221  0.156  1.872
H  -0.372  -1.241  0.998
H  -2.167  -0.983  -0.136
H  -3.059  0.889  -1.332
H  -2.859  1.181  0.554
H  -1.906  1.933  -0.753

Atomic partial charges in e from the Löwdin method, atoms 1 to 5: 0.111 -0.471 0.104 -0.245 0.046

---

# 2
Density functional theory data (ωB97M-V/def2-TZVPD) for 9 unconnected molecules or ions with the total composition C36H96B3F12N6O12 in a non-equilibrium geometry.

Results
Highest occupied orbital energy (eV): -14.53
Maximum force (Eh/bohr): 0.0495
Total charge: +3

Cartesian coordinates (Å):
C  -0.889  4.606  -4.385
O  -0.163  4.514  -5.586
C  -0.460  3.369  -6.353
C  -0.977  3.810  -7.704
N  -0.060  4.842  -8.281
H  0.074  5.585  -7.586
H  0.880  4.479  -8.485
C  -0.561  5.487  -9.552
C  -0.518  4.555  -10.729
O  0.775  4.222  -11.112
C  1.564  5.243  -11.661
H  -0.855  3.680  -3.800
H  -1.931  4.903  -4.515
H  -0.369  5.308  -3.734
H  -1.167  2.641  -5.940
H  0.465  2.778  -6.414
H  -1.920  4.335  -7.550
H  -1.075  3.025  -8.444
H  0.118  6.326  -9.724
H  -1.536  5.935  -9.375
H  -1.105  5.039  -11.524
H  -1.016  3.603  -10.534
H  1.069  5.780  -12.481
H  2.438  4.806  -12.144
H  1.956  5.960  -10.929
C  -1.367  -9.908  -0.463
O  -0.739  -9.213  -1.531
C  -1.137  -9.669  -2.801
C  -0.178  -9.106  -3.851
N  0.434  -7.771  -3.529
H  1.245  -7.921  -2.922
H  0.875  -7.428  -4.394
C  -0.487  -6.609  -3.192
C  0.373  -5.359  -3.169
O  1.200  -5.273  -4.295
C  0.560  -4.680  -5.437
H  -1.270  -10.996  -0.579
H  -2.425  -9.663  -0.404
H  -0.887  -9.610  0.465
H  -2.196  -9.450  -2.975
H  -1.015  -10.759  -2.810
H  -0.765  -8.914  -4.747
H  0.621  -9.823  -3.995
H  -1.230  -6.782  -2.424
H  -1.049  -6.582  -4.139
H  1.014  -5.471  -2.284
H  -0.235  -4.458  -3.071
H  0.460  -3.605  -5.243
H  -0.443  -5.077  -5.624
H  1.187  -4.868  -6.301
C  1.429  -4.141  3.366
O  1.249  -4.515  2.026
C  0.254  -5.522  1.870
C  0.607  -6.848  2.516
N  1.921  -7.316  2.079
H  1.881  -7.630  1.106
H  2.606  -6.557  2.130
C  2.537  -8.474  2.862
C  1.518  -9.410  3.529
O  0.483  -9.626  2.627
C  -0.184  -10.874  2.803
H  2.121  -3.306  3.390
H  1.913  -4.948  3.949
H  0.522  -3.949  3.952
H  0.062  -5.637  0.797
H  -0.687  -5.144  2.286
H  -0.165  -7.591  2.383
H  0.630  -6.658  3.593
H  3.190  -7.969  3.570
H  3.148  -9.097  2.210
H  1.140  -8.914  4.431
H  2.056  -10.318  3.799
H  -1.206  -10.790  2.449
H  -0.141  -11.318  3.802
H  0.286  -11.673  2.200
C  -0.315  2.893  2.360
O  -0.031  1.668  1.693
C  0.125  0.663  2.684
C  0.149  -0.725  2.085
N  -0.945  -0.818  1.081
H  -1.810  -0.628  1.627
H  -0.851  -0.093  0.366
C  -1.056  -2.130  0.382
C  0.104  -2.356  -0.513
O  0.379  -1.366  -1.471
C  -0.674  -1.197  -2.404
H  -0.889  3.500  1.654
H  0.578  3.515  2.503
H  -0.908  2.795  3.268
H  -0.715  0.695  3.382
H  1.045  0.898  3.232
H  -0.169  -1.399  2.878
H  1.059  -0.977  1.549
H  -2.011  -2.109  -0.135
H  -1.132  -2.885  1.154
H  -0.036  -3.305  -1.046
H  1.018  -2.648  0.015
H  -1.626  -1.037  -1.891
H  -0.791  -2.105  -3.005
H  -0.410  -0.340  -3.014
C  -2.294  9.583  1.051
O  -1.393  8.792  0.271
C  -0.040  8.910  0.638
C  0.742  8.463  -0.555
N  0.463  7.093  -1.000
H  -0.537  7.028  -1.238
H  0.959  6.797  -1.844
C  0.624  6.092  0.061
C  0.487  4.658  -0.365
O  1.176  4.485  -1.580
C  1.634  3.150  -1.779
H  -2.868  8.935  1.705
H  -2.821  10.257  0.385
H  -1.702  10.243  1.699
H  0.208  8.336  1.531
H  0.146  9.979  0.754
H  1.809  8.603  -0.346
H  0.636  9.091  -1.443
H  0.144  6.415  0.978
H  1.675  6.201  0.369
H  -0.544  4.340  -0.591
H  0.872  4.121  0.498
H  2.034  3.112  -2.788
H  0.826  2.422  -1.649
H  2.431  2.928  -1.065
C  0.720  1.523  7.067
O  0.891  2.091  8.356
C  -0.322  2.344  9.047
C  -0.803  3.772  8.848
N  0.370  4.695  8.893
H  0.843  4.706  9.796
H  1.012  4.180  8.243
C  0.155  5.992  8.168
C  0.048  5.711  6.681
O  0.995  4.733  6.405
C  1.323  4.616  5.032
H  0.379  0.484  7.150
H  1.690  1.551  6.582
H  -0.037  2.048  6.473
H  -0.053  2.152  10.088
H  -1.126  1.683  8.711
H  -1.461  3.991  9.684
H  -1.270  3.848  7.875
H  1.040  6.589  8.385
H  -0.725  6.499  8.557
H  0.254  6.632  6.123
H  -0.982  5.427  6.419
H  1.887  5.475  4.653
H  0.481  4.635  4.330
H  1.952  3.747  4.884
B  2.732  6.433  1.871
F  1.877  7.560  1.703
F  3.695  6.643  2.861
F  1.914  5.345  2.292
F  3.298  6.104  0.624
B  -3.098  -4.840  -1.602
F  -1.852  -4.201  -1.344
F  -2.917  -6.217  -1.305
F  -4.095  -4.276  -0.783
F  -3.410  -4.667  -2.968
B  -2.949  -1.045  3.738
F  -2.374  -0.810  5.009
F  -2.751  0.127  2.909
F  -2.227  -2.113  3.094
F  -4.311  -1.323  3.849

Atomic partial charges in e from the Löwdin method, atoms 1 to 5: -0.086 -0.180 -0.205 -0.081 0.063

---

# 3
Density functional theory data (ωB97M-V/def2-TZVPD) for a molecular structure, C6H11N3O3S in a non-equilibrium geometry.

Results
⟨S²⟩: 2.016
2S+1: 3
Highest occupied orbital energy (alpha / beta) (eV): -4.88 / -8.97
Maximum force (Eh/bohr): 0.1099
Total charge: 0

Cartesian coordinates (Å):
C  -1.455  -0.697  1.914
C  -1.556  -0.968  0.574
C  -0.469  0.853  0.809
C  -0.153  0.927  3.261
C  0.707  0.715  -3.355
C  -0.305  -0.116  -1.350
N  -0.773  0.490  2.058
N  -0.948  0.035  -0.110
N  0.143  1.005  -2.050
O  2.245  -1.744  -1.589
O  0.661  -2.664  0.119
O  1.780  -0.598  0.578
S  1.337  -1.523  -0.467
H  -1.808  -1.256  2.849
H  -1.827  -1.906  0.060
H  -0.167  1.882  0.568
H  -0.499  1.954  3.654
H  -0.559  0.150  4.054
H  0.998  0.880  3.104
H  0.095  0.141  -3.924
H  1.061  1.538  -3.906
H  1.544  0.031  -3.185
H  -0.865  -0.852  -1.963
H  0.813  1.724  -1.700

Atomic partial charges in e from the Löwdin method, atoms 1 to 5: -0.027 -0.080 -0.164 -0.046 -0.077